Entry 1:
The following is a DFT calculation (ωB97M-V with the def2-TZVPD basis set) of C11H15N3O5S in the gas phase.

Summary:
* 2S+1: 1
* energy above the lowest of the compared OMol25 structures with the same formula, charge and spin: 0.00 kcal per mole
* E_LUMO: -0.94 eV
* frontier orbital gap: 0.29237 Ha
* E: -37192.1520 eV
* SMILES: CS/C=C/c1nn([C@H]2C[C@H](O)[C@@H](CO)O2)c(=O)[nH]c1=O

Atoms and positions in Å:
S -3.02 3.83 -0.13
O 4.94 0.38 -0.18
O 1.87 2.30 1.74
O -3.16 -0.76 0.29
O 0.23 -3.36 1.55
O 2.51 -0.53 2.19
N 0.30 0.10 0.46
N -1.49 -2.07 1.00
N 0.71 -1.20 0.79
C -2.69 2.13 0.18
C 3.60 0.35 0.27
C -1.01 0.26 0.35
C -1.43 1.64 0.08
C 3.10 1.81 2.29
C 3.04 -1.03 -0.03
C 2.10 -1.38 1.11
C -0.13 -2.26 1.14
C 3.50 0.42 1.78
C -3.83 3.68 -1.78
C -1.95 -0.88 0.51
H -4.87 3.39 -1.68
H 5.40 1.16 0.11
H -3.31 2.90 -2.36
H -2.11 -2.82 1.28
H 3.84 -1.76 -0.06
H 2.54 -1.10 -0.97
H -3.76 4.65 -2.30
H 3.89 2.51 2.09
H -0.68 2.38 -0.24
H 1.18 1.61 1.76
H 4.45 0.12 2.23
H 2.97 1.12 -0.24
H -3.54 1.56 0.51
H 2.34 -2.41 1.41
H 2.96 1.80 3.37

Results of the Mulliken charge analysis, in e, for atoms 1 through 5: number 1, S, carries -0.0980; number 2, O, carries -0.5694; number 3, O, carries -0.4903; number 4, O, carries -0.6474; number 5, O, carries -0.6559

Entry 2:
The following is a DFT calculation (ωB97M-V with the def2-TZVPD basis set) of a molecular structure, C2H5HgO2.

Summary:
* 2S+1: 2
* energy above the lowest of the compared OMol25 structures with the same formula, charge and spin: 11.46 kcal per mole
* E_LUMO (spin up / spin down): 0.35 / -0.74 eV
* frontier orbital gap (spin up / spin down): 0.28035 / 0.31154 Ha
* E: -10420.9559 eV

Atoms and positions in Å:
Hg 2.21 0.41 -0.02
O 0.75 1.58 0.09
O 0.80 -1.08 -0.21
C -0.43 -0.51 0.25
C -0.45 0.95 -0.21
H -0.47 -0.56 1.35
H -1.31 1.44 0.28
H -0.65 0.96 -1.30
H -1.29 -1.07 -0.16
H 0.84 -2.12 -0.06

Results of the Mulliken charge analysis, in e, for atoms 1 through 5: number 1, Hg, carries 0.4039; number 2, O, carries -0.7592; number 3, O, carries -0.5016; number 4, C, carries -0.3511; number 5, C, carries -0.2344

Entry 3:
The following is a DFT calculation (ωB97M-V with the def2-TZVPD basis set) of C6H10N2O2S in the gas phase.

Summary:
* 2S+1: 1
* energy above the lowest of the compared OMol25 structures with the same formula, charge and spin: 106.37 kcal per mole
* E_LUMO: 0.44 eV
* frontier orbital gap: 0.33087 Ha
* E: -24291.1957 eV
* SMILES: C=C(C)NC(=O)CS/C=N/O

Atoms and positions in Å:
S 1.12 -0.97 -1.32
O -1.31 -2.16 1.52
O 3.63 0.45 1.26
N -1.10 -0.07 0.77
N 3.09 0.09 0.14
C -0.26 2.08 0.16
C -0.22 -1.92 -0.52
C -0.89 0.96 -0.14
C -0.94 -1.36 0.68
C -1.57 0.84 -1.37
C 1.91 -0.40 0.09
H 3.06 0.41 2.05
H -1.55 0.11 1.69
H -0.97 -2.20 -1.23
H 0.26 -2.85 -0.16
H -2.40 0.17 -1.26
H -1.99 1.79 -1.71
H 0.35 2.23 0.99
H 1.27 -0.53 0.93
H -1.01 0.37 -2.22
H -0.47 2.96 -0.36

Results of the Mulliken charge analysis, in e, for atoms 1 through 5: number 1, S, carries -0.1479; number 2, O, carries -0.6705; number 3, O, carries -0.3070; number 4, N, carries -0.0607; number 5, N, carries -0.3045

Entry 4:
The following is a DFT calculation (ωB97M-V with the def2-TZVPD basis set) of a molecular structure, Cl3O12Tl.

Summary:
* 2S+1: 1
* energy above the lowest of the compared OMol25 structures with the same formula, charge and spin: 42.74 kcal per mole
* E_LUMO: -7.33 eV
* frontier orbital gap: 0.08319 Ha
* E: -66796.6254 eV

Atoms and positions in Å:
Tl -17.88 -17.90 1.15
Cl -21.26 -15.78 -0.76
Cl -21.59 -11.58 -1.54
Cl -22.65 -19.76 1.32
O -21.00 -14.98 -2.00
O -22.07 -16.84 -0.99
O -22.53 -12.37 -2.32
O -19.87 -16.32 -0.18
O -21.91 -14.92 0.08
O -22.21 -11.39 -0.26
O -22.78 -20.66 0.25
O -21.36 -10.44 -2.16
O -23.41 -20.13 2.46
O -20.34 -12.22 -1.42
O -21.26 -19.68 1.44
O -23.13 -18.45 1.15

Results of the Mulliken charge analysis, in e, for atoms 1 through 5: number 1, Tl, carries 0.9432; number 2, Cl, carries 1.5968; number 3, Cl, carries 1.7322; number 4, Cl, carries 1.6863; number 5, O, carries -0.4428